Formula: C5H11N2S
Source: OMol25
Level of theory: ωB97M-V/def2-TZVPD

Summary:
- LUMO (alpha / beta) (eV) = -3.476 / -7.596
- expectation value of S² = 2.02
- HOMO-LUMO gap (alpha / beta) (eV) = 5.9 / 6.7
- energy above the lowest of the compared OMol25 structures with the same formula, charge and spin (kcal per mole) = 21.2

The geometry in ORCA input format:
```
! wB97M-V def2-TZVPD RIJCOSX def2/J DEFGRID3
* xyz 1 3
C -2.27696 1.21723 -1.30995
C -1.08644 0.65174 -1.20020
C 0.48564 -0.84854 0.05233
C 0.76533 -2.27520 0.28433
C 1.31732 1.49965 0.33449
N -0.85465 -0.50590 -0.43478
N 1.39685 0.05635 0.27457
S -2.08075 -1.71534 -0.32975
H -2.42272 2.06468 -1.95147
H -3.13592 0.85624 -0.76880
H -0.23070 0.99510 -1.76462
H 0.11397 -2.66042 1.07114
H 0.54445 -2.86012 -0.60913
H 1.79988 -2.43889 0.57493
H 1.81536 1.94750 -0.52859
H 1.83961 1.82875 1.23319
H 0.28505 1.83797 0.37689
H 2.31598 -0.30222 0.51871
H -2.67690 -1.23022 0.77362
*
```

Formula: C2H7N3O
Source: OMol25
Level of theory: ωB97M-V/def2-TZVPD

Summary:
- LUMO (alpha / beta) (eV) = -0.148 / -0.550
- HOMO-LUMO gap (alpha / beta) (eV) = 8.9 / 8.1
- energy above the lowest of the compared OMol25 structures with the same formula, charge and spin (kcal per mole) = 126.6

The geometry in ORCA input format:
```
! wB97M-V def2-TZVPD RIJCOSX def2/J DEFGRID3
* xyz 0 1
C -1.20078 -0.40893 -1.52140
C 0.03064 -1.50294 0.40396
N 1.37490 1.52870 0.75866
N 0.05822 1.20274 0.83257
N -0.29256 -0.44174 -0.52457
O -1.56379 -1.40898 -2.13424
H -1.60032 0.62533 -1.76177
H -0.73429 -2.21976 0.29903
H 0.94874 -2.02971 0.12907
H 0.21164 -0.90491 1.26254
H 1.74853 1.38764 1.66737
H 1.62546 2.33610 0.18989
H -0.60639 1.83647 0.39887
*
```

Formula: C2H3BrFI
Source: OMol25
Level of theory: ωB97M-V/def2-TZVPD

Summary:
- LUMO (eV) = 0.276
- HOMO-LUMO gap (eV) = 9.3
- energy above the lowest of the compared OMol25 structures with the same formula, charge and spin (kcal per mole) = 54.7

The geometry in ORCA input format:
```
! wB97M-V def2-TZVPD RIJCOSX def2/J DEFGRID3
* xyz 0 1
C -0.65630 -0.90601 -0.09647
C 0.64461 0.77246 0.16248
F 0.31354 1.46809 -0.91526
Br 2.49374 0.13970 0.08247
I -2.44060 0.26535 -0.10028
H -0.27604 -1.39408 -1.11641
H -0.67098 -1.48216 0.79375
H 0.59204 1.13667 1.18972
*
```

Formula: C2H2N2O2S
Source: OMol25
Level of theory: ωB97M-V/def2-TZVPD

Summary:
- LUMO (eV) = -3.635
- HOMO-LUMO gap (eV) = 5.1
- energy above the lowest of the compared OMol25 structures with the same formula, charge and spin (kcal per mole) = 157.3

The geometry in ORCA input format:
```
! wB97M-V def2-TZVPD RIJCOSX def2/J DEFGRID3
* xyz 0 1
C -0.94311 0.22705 -0.11564
C 1.33044 0.28824 -0.27711
H -2.33476 -1.23693 1.52627
H 0.60608 -1.53404 -0.94757
N -0.54012 1.51821 0.03806
N 0.25946 -0.58229 -0.27034
O -2.19238 -0.22051 0.01058
O 0.80212 1.52826 -0.08531
S 3.01227 0.01201 0.12106
*
```

Formula: C21H40N6O7
Source: OMol25
Level of theory: ωB97M-V/def2-TZVPD

Summary:
- LUMO (eV) = -1.408
- HOMO-LUMO gap (eV) = 7.9
- energy above the lowest of the compared OMol25 structures with the same formula, charge and spin (kcal per mole) = 277.1
- SMILES = O=[N+]([O-])c1ccccc1.CN(C)C=O.CN(C)C=O.CN(C)C=O.CN(C)C=O.CN(C)C=O

The geometry in ORCA input format:
```
! wB97M-V def2-TZVPD RIJCOSX def2/J DEFGRID3
* xyz 0 1
O -5.99185 -0.68297 -3.45768
N -4.74185 -0.79697 -3.10768
O -4.37485 -0.77797 -1.89868
C -3.95785 -1.17797 -4.18768
C -4.36085 -1.58097 -5.63568
C -3.40285 -1.87397 -6.76868
C -1.90285 -1.88197 -6.33168
C -1.48485 -1.61797 -5.05968
C -2.41185 -1.34397 -3.95668
H -5.44085 -1.53997 -5.97468
H -3.67885 -2.12397 -7.59468
H -1.30585 -1.87097 -7.20268
H -0.32685 -1.77297 -5.00068
H -2.05485 -1.00097 -2.91668
C 2.41515 1.23403 0.72232
N 3.80915 1.58403 0.87232
C 4.66015 0.53403 0.46832
C 4.23415 2.62003 1.63532
O 5.39815 2.79003 1.95432
H 2.08915 0.43903 1.25032
H 2.07715 1.11303 -0.38068
H 1.94615 2.03203 1.30032
H 5.64715 0.69803 -0.02468
H 4.17415 -0.27997 -0.07368
H 5.01115 0.07603 1.35632
H 3.49715 3.29103 2.03932
C 1.96015 -2.86497 0.22932
N 0.69915 -3.17097 -0.45168
C -0.47485 -3.62797 0.17832
C 0.74515 -3.26997 -1.79568
O -0.27385 -3.44497 -2.49768
H 2.35715 -3.90397 0.56632
H 1.87015 -2.32297 1.18332
H 2.48715 -2.10297 -0.34068
H -1.12285 -2.79597 -0.00968
H -0.23385 -3.61097 1.11932
H -0.61685 -4.58497 -0.14068
H 1.58715 -3.12397 -2.37868
C -2.41185 0.14003 0.23432
N -2.00185 0.41803 1.62132
C -1.43985 1.78603 1.97332
C -1.90185 -0.57397 2.46632
O -1.65685 -0.32897 3.64232
H -2.83085 -0.90197 -0.00268
H -1.52685 0.32103 -0.27268
H -3.27385 0.69403 -0.01568
H -2.09385 2.06803 2.55032
H -1.51385 2.39203 1.10832
H -0.33385 1.79303 2.37332
H -2.13685 -1.49997 2.30732
C 0.14615 0.11303 7.27632
N 1.32215 0.80603 6.74932
C 2.55115 0.84703 7.70532
C 1.51915 1.23003 5.55132
O 2.55315 1.80303 5.04832
H 0.21115 -0.36797 8.12332
H -0.37685 -0.37597 6.35032
H -0.38985 0.87103 7.52732
H 2.31115 1.55803 8.52732
H 3.34015 1.05703 7.14532
H 2.68315 -0.20397 8.08532
H 0.70115 1.27603 4.96232
C -0.01685 3.02203 -2.10168
N -0.30185 2.37803 -3.34268
C 0.56315 1.29103 -3.65668
C -1.33085 2.82403 -4.16168
O -1.64985 2.32003 -5.35568
H -0.16785 2.32503 -1.19668
H -0.60985 3.91503 -1.89168
H 1.06015 3.42703 -1.88568
H 0.17715 0.32503 -3.39768
H 1.54015 1.33703 -3.49768
H 0.54015 1.15903 -4.68868
H -1.75885 3.49303 -3.54968
*
```

Formula: C33H47BrFIN8O3SSiV
Source: OMol25
Level of theory: ωB97M-V/def2-TZVPD

Summary:
- LUMO (alpha / beta) (eV) = -4.351 / -4.322
- HOMO-LUMO gap (alpha / beta) (eV) = 5.8 / 5.8

The geometry in ORCA input format:
```
! wB97M-V def2-TZVPD RIJCOSX def2/J DEFGRID3
* xyz 1 1
V 0.21807 -0.35732 0.19812
N 4.71486 -0.97577 -7.03584
C 3.78431 -1.11334 -6.03340
C 3.52295 -2.36960 -5.47251
C 2.62606 -2.50113 -4.43352
C 1.96744 -1.38173 -3.94354
C 2.20743 -0.13041 -4.49624
C 3.11384 0.00752 -5.52689
S 0.79628 -1.54645 -2.65687
O -0.37666 -0.77604 -3.01042
O 0.60172 -2.94124 -2.36084
N 1.43125 -0.70703 -1.35784
C 2.79234 -0.85800 -1.06350
N 3.32603 0.12632 -0.33402
C 4.60535 -0.00984 -0.01261
C 5.37476 -1.08005 -0.43707
C 4.72597 -2.01948 -1.21665
N 3.43587 -1.92921 -1.52074
H 4.98417 -1.80100 -7.54263
H 4.69333 -0.13471 -7.58552
H 4.03597 -3.24230 -5.85708
H 2.43569 -3.46550 -3.98535
H 1.68227 0.73831 -4.12251
H 3.30524 0.98417 -5.95399
H 5.03403 0.77936 0.59754
H 6.41929 -1.16978 -0.18042
H 5.25177 -2.88423 -1.60645
C -3.97604 -0.18544 -3.26713
Si -3.64995 -1.86152 -2.52260
C -5.26038 -2.56670 -1.89476
C -2.81368 -2.94882 -3.79655
N -2.56599 -1.59601 -1.14094
C -1.87380 -2.48252 -0.56156
C -2.21441 -3.90791 -0.66538
C -1.58989 -4.82881 0.07493
C -0.51897 -4.44133 0.94845
C -0.09304 -3.15191 1.03848
C -0.69732 -2.12257 0.27694
F 1.42321 -0.82056 1.42564
H -4.65451 -0.29029 -4.11741
H -3.05047 0.26706 -3.62373
H -4.45466 0.48314 -2.55299
H -5.95213 -2.71103 -2.72683
H -5.74024 -1.89101 -1.18365
H -5.13346 -3.53121 -1.39979
H -3.46771 -3.76603 -4.10915
H -1.87949 -3.37434 -3.43003
H -2.56583 -2.36123 -4.68090
H -3.03979 -4.19441 -1.30309
H -1.89328 -5.86503 0.01699
H -0.01045 -5.19978 1.53103
H 0.76526 -2.93050 1.65655
Br -0.74870 5.40949 0.43577
C 0.84327 4.93845 -0.48241
C 1.19084 5.70387 -1.58799
C 2.31521 5.37295 -2.32644
C 3.08668 4.27875 -1.96199
C 2.74106 3.52265 -0.85356
C 1.61912 3.85065 -0.09925
I 1.13266 2.62567 1.51749
H 0.57968 6.55249 -1.86248
H 2.58454 5.97242 -3.18533
H 3.96172 4.01083 -2.53869
H 3.31715 2.64998 -0.58055
C -3.36027 1.81845 -0.07571
N -2.44279 2.39613 -1.05111
C -2.89032 3.60229 -1.74948
C -1.28556 1.83754 -1.32969
C -0.40376 2.38144 -2.40052
O -0.90136 0.81701 -0.68380
H -4.36522 1.82787 -0.49697
H -3.35678 2.41732 0.83674
H -3.08042 0.78702 0.11114
H -3.67681 4.06297 -1.15708
H -3.28765 3.34621 -2.73267
H -2.07440 4.31108 -1.84580
H -0.96448 2.54496 -3.32034
H 0.38623 1.65804 -2.57076
H 0.02878 3.33315 -2.08425
C -1.65964 -0.72203 4.78218
C -0.86353 0.55449 4.49681
C -1.78442 1.76967 4.48044
C 0.22518 0.73256 5.54887
N -0.14257 0.49521 3.20608
N -0.93489 0.13473 2.07706
H -2.01279 -0.71976 5.81345
H -1.03615 -1.60984 4.64744
H -2.54553 -0.81556 4.14938
H -2.27418 1.88909 5.44694
H -2.57769 1.66478 3.73474
H -1.21858 2.67589 4.26188
H -0.21903 0.90661 6.52837
H 0.85983 1.58407 5.30242
H 0.85182 -0.15920 5.61797
H 0.61945 -0.17485 3.24344
H -1.52912 0.93082 1.86676
H -1.54345 -0.65561 2.28477
*
```